Here is a 4-piece molecular cluster, C24H52F2N3O3 overall at a distorted geometry from the Open Molecules 2025 dataset. Energies are from ωB97M-V/def2-TZVPD.

Values from the calculation:
**Charge**: -1
**2S+1**: 1
**Kohn-Sham gap**: 0.1623 Ha
**Maximum force**: 6.53 eV/Å

Geometry (Å):
O -0.84700 4.12062 1.49871
C -1.69532 3.41638 0.85454
O -1.23770 2.92076 -0.42145
C -3.16554 3.17484 1.43053
C -3.25381 2.14563 2.66973
C -3.30299 0.59020 2.26204
F -3.98555 0.43770 0.94508
C -1.80462 -0.00588 2.02420
C -1.08920 -0.44054 3.41787
O -1.72314 -1.18047 4.22009
F 0.26346 -0.00161 3.66002
H -1.02435 1.96204 -0.37402
H -3.54101 4.20143 1.82513
H -3.84206 2.91938 0.54302
H -4.25937 2.36490 3.20780
H -2.43534 2.31658 3.47036
H -1.94447 -1.00623 1.45357
H -1.18292 0.75482 1.42841
C 0.71066 -2.05439 -0.97904
C 0.87018 -3.28869 -0.10017
N -0.30239 -4.15838 -0.06614
C -0.20611 -5.20517 0.95248
C 0.88678 -6.26064 0.78456
C -0.80999 -4.60323 -1.36097
C 0.14194 -5.39476 -2.25580
H -0.13387 -1.44208 -0.65135
H 1.61397 -1.44055 -0.91886
H 0.56846 -2.31302 -2.03157
H 1.07094 -2.93298 0.91587
H 1.76897 -3.83304 -0.42394
H -1.17368 -5.71102 1.03774
H -0.05941 -4.71746 1.92283
H 0.62315 -6.99670 0.02418
H 1.01398 -6.80990 1.72195
H 1.85626 -5.82651 0.53002
H -1.15123 -3.72374 -1.91717
H -1.72368 -5.18909 -1.21042
H 1.15418 -4.98623 -2.26063
H -0.22200 -5.37607 -3.28939
H 0.19124 -6.44400 -1.96041
C -6.18845 8.24615 3.65203
C -5.11927 7.56330 2.80766
N -4.85546 8.21606 1.52808
C -3.99670 7.41919 0.64786
C -2.56055 7.16099 1.10059
C -4.52683 9.63780 1.58757
C -3.30182 10.04473 2.40489
H -7.14063 8.30037 3.11688
H -6.35124 7.67548 4.57076
H -5.89581 9.25633 3.94957
H -5.46858 6.54372 2.61399
H -4.20586 7.47102 3.41087
H -3.97490 7.88189 -0.34485
H -4.48224 6.44867 0.49315
H -1.92867 8.03818 0.95612
H -2.12476 6.35844 0.49989
H -2.49706 6.85238 2.14597
H -5.39591 10.17534 1.98249
H -4.41777 10.02720 0.56898
H -3.22614 9.50380 3.34969
H -3.35637 11.11292 2.64421
H -2.37811 9.89658 1.84416
C 8.04243 -6.12458 -2.66162
C 6.57608 -6.30116 -3.03691
N 5.66034 -5.42374 -2.31347
C 4.25310 -5.76881 -2.52547
C 3.68890 -5.61388 -3.93727
C 5.95959 -3.99462 -2.36994
C 5.99976 -3.33674 -3.74815
H 8.20213 -6.30317 -1.59475
H 8.65319 -6.84171 -3.21762
H 8.41389 -5.12718 -2.90925
H 6.31263 -7.34068 -2.81436
H 6.47827 -6.18020 -4.12469
H 3.63432 -5.18730 -1.83355
H 4.11228 -6.81141 -2.21741
H 3.49022 -4.56937 -4.17909
H 2.73282 -6.14004 -4.01031
H 4.34697 -6.03122 -4.70263
H 6.92548 -3.82618 -1.88180
H 5.24812 -3.45047 -1.73887
H 6.50222 -3.95324 -4.49577
H 6.54486 -2.38824 -3.68812
H 4.99807 -3.09945 -4.10889

Quick look at the Mulliken charges, all values in e: O -0.563; C 0.355; O -0.515; C 0.427; C -0.539; C -0.657; F -0.337; C 0.509; C 0.452; O -0.464; F -0.285; H 0.378; H -0.284; H 0.286; H 0.324; H 0.205; H -0.025; H -0.278; C -1.471; C -0.032; N 0.191; C -0.692; C -0.875; C -0.962; C -0.600; H 0.277; H 0.481; H 0.291; H 0.541; H -0.211; H 0.388; H 0.359; H 0.218; H 0.417; H 0.207; H 0.379; H 0.380; H -0.020; H 0.437; H 0.295; C -1.480; C -0.168; N 0.055; C -0.733; C -0.876; C -0.724; C -0.970; H 0.329; H 0.436; H 0.306; H 0.358; H 0.231; H 0.344; H 0.405; H 0.307; H 0.294; H 0.246; H 0.405; H 0.329; H 0.243; H 0.374; H 0.294; C -1.408; C -0.340; N 0.110; C -0.172; C -1.148; C -0.600; C -0.981; H 0.325; H 0.431; H 0.299; H 0.416; H 0.255; H -0.094; H 0.334; H 0.241; H 0.427; H 0.360; H 0.363; H 0.294; H 0.240; H 0.374; H 0.282


Here is one molecule with the formula C19H25N3O5S at a distorted geometry from the Open Molecules 2025 dataset. Energies are from ωB97M-V/def2-TZVPD.

Values from the calculation:
**SMILES**: COc1cccc(-c2nc(CS(=O)(=O)CC(=O)N3CCN(C)CC3)c(C)o2)c1
**2S+1**: 1
**Energy above the lowest of the compared OMol25 structures with the same formula, charge and spin**: 55.7 kcal per mole
**Kohn-Sham gap**: 0.3196 Ha
**Maximum force**: 1.38 eV/Å

Geometry (Å):
C -3.31604 5.01392 3.71169
O -2.76360 6.21527 3.22715
C -1.93842 6.15782 2.14816
C -1.42331 7.38177 1.70968
C -0.57615 7.43294 0.62174
C -0.22393 6.27631 -0.05169
C -0.73314 5.05536 0.38014
C -0.38910 3.82550 -0.29787
N -0.80466 2.62903 0.01072
C -0.23419 1.79535 -0.90789
C -0.40366 0.33328 -0.87130
S 1.22423 -0.42506 -0.48941
O 2.12379 0.55589 0.05112
O 1.67865 -1.13489 -1.65994
C 0.88979 -1.65944 0.82758
C -0.10612 -2.62833 0.24356
O -1.30204 -2.42118 0.39334
N 0.35774 -3.65779 -0.48095
C 1.72446 -4.00937 -0.78200
C 2.01823 -5.40986 -0.24056
N 1.10168 -6.36349 -0.83592
C 1.41263 -7.72466 -0.46041
C -0.26744 -6.00681 -0.51127
C -0.57524 -4.61096 -1.04811
C 0.54065 2.54210 -1.75685
C 1.38671 2.17280 -2.91544
O 0.43287 3.83280 -1.37045
C -1.59048 4.99386 1.47965
H -3.93497 5.29730 4.56161
H -3.93824 4.52539 2.95556
H -2.53767 4.32026 4.04390
H -1.70536 8.27583 2.24272
H -0.18603 8.38507 0.29468
H 0.43825 6.30999 -0.90216
H -0.69223 -0.09140 -1.82875
H -1.10212 0.03715 -0.09470
H 1.83966 -2.07894 1.13766
H 0.43517 -1.10163 1.64121
H 2.42581 -3.28344 -0.38089
H 1.83918 -4.01392 -1.87055
H 3.03802 -5.69391 -0.50834
H 1.93644 -5.40112 0.86327
H 2.43003 -7.95566 -0.77192
H 1.32841 -7.89867 0.62386
H 0.72985 -8.39898 -0.97450
H -0.93636 -6.73082 -0.98083
H -0.44511 -6.02464 0.57986
H -1.58549 -4.30394 -0.77568
H -0.46696 -4.60707 -2.13686
H 0.83388 2.28568 -3.84933
H 2.25866 2.82140 -2.95250
H 1.70913 1.13969 -2.81433
H -1.95590 4.02426 1.77252

Quick look at the natural (NBO) charges, all values in e: C -0.253; O -0.492; C 0.314; C -0.249; C -0.192; C -0.231; C -0.013; C 0.461; N -0.455; C 0.038; C -0.672; S 2.148; O -0.933; O -0.963; C -0.731; C 0.663; O -0.641; N -0.419; C -0.215; C -0.232; N -0.436; C -0.406; C -0.228; C -0.233; C 0.302; C -0.671; O -0.399; C -0.305; H 0.200; H 0.179; H 0.179; H 0.224; H 0.216; H 0.222; H 0.262; H 0.286; H 0.256; H 0.268; H 0.219; H 0.214; H 0.208; H 0.161; H 0.202; H 0.164; H 0.203; H 0.208; H 0.167; H 0.250; H 0.201; H 0.227; H 0.238; H 0.248; H 0.242


Here is C2H6MgO3 as an isolated structure at a distorted geometry from the Open Molecules 2025 dataset. Energies are from ωB97M-V/def2-TZVPD.

Values from the calculation:
**⟨S²⟩**: 0.7508
**Charge**: -1
**2S+1**: 2
**Energy above the lowest of the compared OMol25 structures with the same formula, charge and spin**: 24.6 kcal per mole
**Kohn-Sham gap (alpha / beta)**: 0.2013 / 0.2728 Ha
**Maximum force**: 4.49 eV/Å

Geometry (Å):
O -0.39902 2.92269 0.19604
C -0.54677 1.95342 -0.77425
H -0.51052 2.32747 -1.82320
H -1.64268 1.73339 -0.76378
Mg 1.39011 2.44910 0.83834
O 1.04162 1.22653 -0.67232
H 0.41068 -0.34191 -0.81786
C -1.18562 -0.96663 0.46500
O -0.81750 -0.49034 -0.80277
H -1.24504 -2.06997 0.49170
H -0.45279 -0.65280 1.23164
H -2.15710 -0.52821 0.73209

Quick look at the natural (NBO) charges, all values in e: O -1.067; C 0.226; H 0.085; H 0.139; Mg 0.910; O -1.213; H 0.534; C -0.239; O -0.806; H 0.130; H 0.151; H 0.152


Here is C10H20O13S3 as an isolated structure at a distorted geometry from the Open Molecules 2025 dataset. Energies are from ωB97M-V/def2-TZVPD.

Values from the calculation:
**2S+1**: 1
**Energy above the lowest of the compared OMol25 structures with the same formula, charge and spin**: 0.0 kcal per mole
**Kohn-Sham gap**: 0.3518 Ha
**Maximum force**: 2.16 eV/Å

Geometry (Å):
C 12.70575 0.97538 14.21352
C 12.86811 2.48013 14.11625
C 13.35159 2.66007 12.65530
O 14.03958 1.45119 12.35010
C 13.74561 0.38488 13.25126
H 11.75460 0.58209 13.85607
H 12.79909 0.72370 15.27209
H 13.65208 2.94565 14.71319
H 11.94242 3.03036 14.27782
H 14.05205 3.48200 12.51763
H 12.51332 2.79538 11.96313
H 14.67103 -0.02907 13.65160
H 13.25876 -0.39092 12.65268
C 7.31570 0.13552 16.10410
C 6.43166 0.93572 15.18234
O 7.21071 2.00639 14.69785
S 8.80205 1.61359 14.65200
O 9.56517 2.60529 15.36212
O 9.14808 1.24835 13.31328
O 8.62774 0.27829 15.56885
H 7.08610 -0.92530 16.07159
H 7.29616 0.54760 17.11584
H 5.54952 1.32898 15.68206
H 6.10308 0.26516 14.38178
C 9.32394 -0.24263 10.14193
C 10.43267 -0.62781 11.11022
O 9.81000 -1.51652 12.06499
S 8.33496 -2.01031 11.64085
O 7.40743 -1.28066 12.45321
O 8.27859 -3.43163 11.49736
O 8.35595 -1.30099 10.19347
H 9.68662 -0.09102 9.12504
H 8.72837 0.65125 10.34822
H 10.77534 0.20338 11.72099
H 11.23044 -1.21515 10.66364
C 13.30307 3.02870 6.45905
C 14.47835 2.10999 6.19683
O 14.06727 0.87744 6.81581
S 13.40586 1.30647 8.23836
O 14.45910 1.91932 9.01190
O 12.59442 0.24222 8.72461
O 12.55700 2.50045 7.57048
H 12.57374 2.91496 5.65311
H 13.54061 4.08334 6.56676
H 15.41185 2.39914 6.68405
H 14.70503 1.87666 5.16118

Quick look at the natural (NBO) charges, all values in e: C -0.445; C -0.436; C -0.056; O -0.544; C -0.061; H 0.209; H 0.221; H 0.205; H 0.230; H 0.181; H 0.153; H 0.177; H 0.164; C -0.090; C -0.105; O -0.675; S 2.518; O -0.880; O -0.899; O -0.681; H 0.217; H 0.187; H 0.207; H 0.204; C -0.107; C -0.096; O -0.700; S 2.538; O -0.924; O -0.874; O -0.694; H 0.217; H 0.202; H 0.226; H 0.210; C -0.105; C -0.120; O -0.680; S 2.523; O -0.894; O -0.878; O -0.682; H 0.200; H 0.212; H 0.208; H 0.219


Here is an isolated ion of composition C4H7N2S and charge +1 at a distorted geometry from the Open Molecules 2025 dataset. Energies are from ωB97M-V/def2-TZVPD.

Values from the calculation:
**Charge**: +1
**2S+1**: 1
**Energy above the lowest of the compared OMol25 structures with the same formula, charge and spin**: 87.8 kcal per mole
**Kohn-Sham gap (alpha / beta)**: 0.2754 / 0.2753 Ha
**Maximum force**: 4.21 eV/Å

Geometry (Å):
C 0.03115 1.40906 -0.21242
C -0.38780 -1.56821 -0.13557
C 0.60995 -0.91249 -1.01886
C -0.48097 -0.04287 1.59549
N 0.66012 0.53258 -0.98346
N -0.54142 1.18382 0.90996
S -1.10695 -2.96084 -0.02151
H 0.25633 2.51533 -0.53578
H 1.61763 -1.25869 -1.05685
H 0.21038 -1.22348 -2.10826
H -1.28623 -0.31393 2.21661
H 0.49784 -0.40327 1.75390
H 0.83916 1.03691 -1.76591
H -0.91918 2.00608 1.36268

Quick look at the natural (NBO) charges, all values in e: C 0.367; C -0.163; C -0.369; C -0.249; N -0.514; N -0.516; S 0.345; H 0.244; H 0.269; H 0.278; H 0.239; H 0.213; H 0.419; H 0.437


Here is C30H18Br2F4N3O2PPm as an isolated structure at a distorted geometry from the Open Molecules 2025 dataset. Energies are from ωB97M-V/def2-TZVPD.

Values from the calculation:
**⟨S²⟩**: 6.0066
**Charge**: +1
**2S+1**: 5
**Kohn-Sham gap (alpha / beta)**: 0.2445 / 0.2463 Ha
**Maximum force**: 4.97 eV/Å

Geometry (Å):
Pm 1.71607 0.34869 0.26699
Br 4.87948 -2.20752 0.14936
C 4.84368 -0.77287 1.39331
C 5.91572 -0.61910 2.25514
C 5.87960 0.43090 3.15885
C 4.77757 1.28519 3.16782
C 3.70794 1.09552 2.27589
N 3.76757 0.03689 1.38047
C 2.50584 2.16064 2.40347
O 2.68091 3.05151 3.30952
O 1.45347 2.13412 1.66745
H 6.76102 -1.29501 2.23001
H 6.69538 0.59404 3.85544
H 4.74600 2.11086 3.87632
F -0.99065 -3.71727 -5.29558
C -0.90214 -2.76906 -4.35210
C -1.93047 -1.87548 -4.16974
F -3.03044 -1.95364 -4.93291
C -1.83655 -0.89438 -3.18695
F -2.90067 -0.08882 -3.05052
C -0.69807 -0.75435 -2.34152
P -0.76393 0.69101 -1.10965
C -0.95499 2.09094 -2.25035
C -2.17130 2.64292 -2.66936
C -2.20775 3.71721 -3.56564
C -1.02546 4.25602 -4.06455
C 0.19505 3.72163 -3.66801
C 0.22847 2.65175 -2.76928
C -2.29747 0.39407 -0.18743
C -2.66680 -0.91658 0.17068
C -3.80733 -1.17071 0.93814
C -4.59355 -0.11474 1.38322
C -4.22697 1.19244 1.07766
C -3.08028 1.44356 0.31530
C 0.35120 -1.71513 -2.53318
Br 2.01909 -1.93329 -1.54505
C 0.22060 -2.69666 -3.54374
F 1.19175 -3.60280 -3.74389
H -3.11951 2.23560 -2.32780
H -3.16521 4.12625 -3.87871
H -1.05628 5.08765 -4.76340
H 1.12303 4.13421 -4.05545
H 1.20152 2.25832 -2.47765
H -2.05977 -1.76952 -0.12364
H -4.07029 -2.19326 1.19716
H -5.47897 -0.30910 1.98264
H -4.82566 2.02259 1.44382
H -2.80403 2.47984 0.13220
N -1.79100 -4.27064 5.41588
C -1.26641 -3.57696 4.64775
C -0.61896 -2.72082 3.69963
C -0.26420 -3.20974 2.44340
C 0.35885 -2.34357 1.56335
N 0.64002 -1.05610 1.85616
C 0.28561 -0.60907 3.07964
C -0.34095 -1.39531 4.02946
H -0.46501 -4.23567 2.15229
H 0.65809 -2.66896 0.57063
H 0.52698 0.43120 3.28069
H -0.60260 -0.98071 4.99764
H 2.68318 1.61125 -1.16128

Quick look at the Mulliken charges, all values in e: Pm 0.667; Br -0.154; C 0.398; C -0.532; C -0.329; C -0.760; C 0.705; N -0.182; C 0.399; O -0.698; O -0.537; H 0.420; H 0.437; H 0.502; F -0.258; C 0.629; C 0.243; F -0.267; C 0.299; F -0.361; C 0.131; P 0.525; C 0.601; C 0.078; C -0.855; C -0.424; C -0.767; C -0.347; C 0.823; C -0.582; C -0.825; C -0.501; C -0.698; C -0.530; C -0.100; Br -0.113; C 0.102; F -0.310; H 0.406; H 0.410; H 0.393; H 0.431; H -0.019; H 0.451; H 0.468; H 0.420; H 0.425; H 0.541; N -0.393; C -0.298; C 0.736; C -0.741; C -0.150; N 0.206; C -0.287; C -0.777; H 0.537; H 0.405; H 0.627; H 0.539; H -0.158


Here is one molecule with the formula C3H8N2O at a distorted geometry from the Open Molecules 2025 dataset. Energies are from ωB97M-V/def2-TZVPD.

Values from the calculation:
**SMILES**: [H]/N=C\[C@@H](O)NC
**2S+1**: 1
**Energy above the lowest of the compared OMol25 structures with the same formula, charge and spin**: 71.1 kcal per mole
**Kohn-Sham gap**: 0.3506 Ha
**Maximum force**: 5.15 eV/Å

Geometry (Å):
H -2.53327 0.24265 1.43087
N -2.81147 -0.38258 0.66901
C -1.82098 -0.73551 -0.05833
C -0.12181 -0.36872 0.25345
O 0.60569 -1.54156 0.13632
N 0.13022 0.53945 -0.76546
C 1.62434 1.21917 -0.39045
H -1.99919 -1.38046 -0.93461
H -0.08726 0.04873 1.26311
H 0.94311 -1.77531 1.01447
H 0.28977 0.00569 -1.62018
H 1.57962 1.74823 0.56261
H 2.39105 0.44345 -0.37211
H 1.81018 1.93677 -1.18870

Quick look at the natural (NBO) charges, all values in e: H 0.328; N -0.631; C 0.125; C 0.207; O -0.728; N -0.622; C -0.439; H 0.161; H 0.157; H 0.480; H 0.364; H 0.198; H 0.194; H 0.207


Here is a 2-piece molecular cluster, C9H12IP overall at a distorted geometry from the Open Molecules 2025 dataset. Energies are from ωB97M-V/def2-TZVPD.

Values from the calculation:
**2S+1**: 1
**Energy above the lowest of the compared OMol25 structures with the same formula, charge and spin**: 42.6 kcal per mole
**Kohn-Sham gap (alpha / beta)**: 0.2240 / 0.2893 Ha
**Maximum force**: 4.19 eV/Å

Geometry (Å):
C 1.45790 2.65232 2.08967
C 2.44749 1.81860 1.49676
C 0.37046 3.03364 1.29426
C 2.24894 1.28104 0.21545
C 0.31741 2.65233 -0.02509
C 1.24442 1.75723 -0.54254
C -1.24620 -0.76054 -0.07158
C -1.04206 -2.88006 -1.51595
C -1.21367 -1.44473 -1.38392
P 0.90946 1.31052 -2.27233
I 2.36424 -0.59552 -2.75405
H 1.72264 3.03354 3.00587
H 3.37848 1.71448 2.02319
H -0.26425 3.80165 1.71051
H 2.87270 0.50576 -0.25015
H -0.57758 2.79629 -0.63692
H -1.33919 0.38104 -0.22184
H -2.13226 -1.10948 0.52142
H -0.35840 -0.96072 0.63949
H -0.88308 -3.38936 -0.51503
H -0.17921 -3.09290 -2.23883
H -1.93990 -3.54333 -1.97615
H -1.80223 -1.12654 -2.24777

Quick look at the natural (NBO) charges, all values in e: C -0.194; C -0.187; C -0.207; C -0.215; C -0.217; C -0.396; C -0.688; C -0.688; C -0.105; P 0.442; I -0.127; H 0.211; H 0.214; H 0.218; H 0.227; H 0.218; H 0.221; H 0.218; H 0.224; H 0.207; H 0.233; H 0.214; H 0.179